Below is a 2-piece molecular cluster, C5H13NO2 overall in a non-equilibrium geometry, with properties calculated with wB97M-V/def2-TZVPD.

```
21
Properties=species:S:1:pos:R:3:forces:R:3:nbo_charge:R:1
C 1.854 -1.003 0.814 2.75 0.31 -0.85 -0.639
H 2.152 1.371 -1.056 0.45 0.16 -0.10 0.203
C 2.140 0.541 -1.754 -0.64 -1.86 0.03 -0.622
H -0.007 0.882 0.830 -0.70 0.22 0.07 0.397
H -5.050 2.883 2.035 -0.87 -0.94 0.50 0.499
H 2.532 -0.170 0.517 -0.56 -0.06 0.54 0.205
H 0.804 -1.177 -2.158 0.90 -0.65 -0.24 0.212
O -2.026 -1.555 0.368 -0.72 0.09 0.42 -0.616
H -4.783 1.189 2.202 -1.08 0.89 0.27 0.503
H 0.044 0.243 -1.867 0.83 -0.90 1.47 0.208
H 2.513 -1.823 0.495 -0.45 -0.29 -0.05 0.219
C 0.618 -0.931 -0.036 -0.71 0.94 0.19 -0.088
C -1.692 -0.423 0.632 1.48 1.64 -1.16 0.523
H 1.902 -1.038 1.895 -1.04 -0.02 0.20 0.230
O -4.531 2.083 1.956 1.99 0.02 -0.79 -1.000
H 2.151 0.858 -2.803 -0.49 0.23 0.33 0.221
H 0.152 -1.915 -0.176 -0.03 0.50 0.39 0.246
N -0.390 -0.002 0.538 0.65 -1.94 0.25 -0.622
H -2.288 0.505 0.709 -0.87 -0.66 0.69 0.125
H 2.981 -0.132 -1.706 0.94 0.40 0.52 0.204
C 0.924 -0.384 -1.435 -1.83 1.91 -2.69 -0.407
```
Positions in Å, forces in eV/Å.

Computed properties:
Frontier orbital gap ... 0.3764 Ha
Largest force on an atom ... 3.8 eV Å⁻¹
SMILES string ... CC[C@@H](C)NC=O.O
Lowest unoccupied orbital energy ... 0.83 eV